[1]
C64H102F12O41 | wB97M-V/def2-TZVPD

Properties
HOMO = -9.613 eV
Lowest unoccupied orbital energy = -0.31 eV
HOMO-LUMO gap = 0.34204 Eh
Strongest force on any atom = 0.124 hartree/bohr

The geometry in ORCA input format:
```
! wB97M-V def2-TZVPD RIJCOSX def2/J DEFGRID3
* xyz 0 1
C 0.5595 6.0387 0.5513
O 2.0114 5.9726 0.3254
C 2.5374 7.0181 -0.4957
C 2.9331 8.3461 0.2664
O 3.8916 8.2003 1.3450
C 5.2265 8.0182 0.8308
C 6.2359 8.0559 1.9315
O 6.2474 6.7861 2.6080
C 6.9948 6.8236 3.7864
H 0.4024 6.9870 1.0652
H 0.2081 5.1448 1.0667
H 0.1463 6.1156 -0.4545
H 1.8606 7.0388 -1.3499
H 3.4515 6.6369 -0.9509
H 1.9580 8.6496 0.6476
H 3.2119 9.1293 -0.4386
H 5.5295 8.8266 0.1654
H 5.1837 7.0226 0.3893
H 6.0704 8.9331 2.5570
H 7.2316 8.2473 1.5314
H 6.4808 7.5182 4.4508
H 7.9662 7.2408 3.5209
H 7.1880 5.8390 4.2122
C -3.1910 3.1315 7.0728
O -2.7493 4.4773 6.9623
C -3.5002 5.2739 5.9887
C -4.6611 5.9903 6.5890
O -5.5445 5.0925 7.2491
C -6.7613 5.7817 7.6655
C -7.7847 4.7461 8.1132
O -7.3355 4.1510 9.3149
C -8.0732 3.1192 9.9172
H -4.1859 2.9630 7.4848
H -2.4807 2.5275 7.6374
H -3.1832 2.6769 6.0821
H -3.8958 4.7457 5.1212
H -2.8277 6.0565 5.6373
H -5.2006 6.3818 5.7266
H -4.2777 6.8415 7.1516
H -7.1851 6.3287 6.8233
H -6.4630 6.5178 8.4119
H -8.0324 4.0204 7.3386
H -8.7483 5.1783 8.3828
H -8.5401 2.3737 9.2735
H -8.9321 3.5090 10.4634
H -7.4069 2.5322 10.5493
C 0.1100 -2.8319 -3.2229
C -0.4297 -1.5630 -2.6691
O 0.2374 -1.3503 -1.3937
C -0.2287 -0.6160 -0.4602
O -1.3305 -0.1000 -0.5103
C 0.6284 -0.3532 0.7566
F -0.0508 -0.3584 1.9335
F 1.6746 -1.1834 0.8570
F 1.1088 0.8457 0.5999
H -0.1231 -3.7318 -2.6538
H 1.1985 -2.7847 -3.2556
H -0.3070 -2.9671 -4.2209
H -1.5134 -1.5471 -2.5535
H -0.1925 -0.7553 -3.3616
C -0.2189 -7.7025 -9.5499
C 0.5399 -6.6768 -8.6086
O 1.8791 -7.1319 -8.4153
C 2.8327 -6.7596 -9.2931
O 2.7027 -5.9082 -10.1514
C 4.1272 -7.5613 -9.0849
F 5.1200 -6.6717 -9.1398
F 4.0995 -8.2004 -7.9231
F 4.2669 -8.3499 -10.0912
H -1.2225 -7.3283 -9.7522
H -0.2294 -8.6653 -9.0391
H 0.3594 -7.8580 -10.4606
H 0.1115 -6.6981 -7.6065
H 0.5781 -5.6370 -8.9333
C -2.2477 -1.0933 -8.4011
C -1.0734 -0.4219 -9.1242
O 0.0441 -0.7322 -8.3069
C 1.2665 -0.5683 -8.9936
O 1.3919 -0.2235 -10.1703
C 2.4700 -0.8926 -8.1030
F 3.0576 -1.9362 -8.7109
F 3.3714 0.0350 -8.0575
F 2.1247 -1.3172 -6.9133
H -2.1297 -0.9569 -7.3261
H -2.1092 -2.1658 -8.5376
H -3.1865 -0.6977 -8.7888
H -1.1946 0.6613 -9.1173
H -0.9968 -0.7766 -10.1521
C 6.2906 -2.0326 -2.0267
C 7.3952 -0.9506 -2.3973
O 7.1355 0.2800 -1.7021
C 7.2190 0.3998 -0.4175
O 7.5131 -0.5105 0.3358
C 7.0240 1.8520 0.0958
F 8.2520 2.4160 0.3506
F 6.3869 2.6060 -0.8133
F 6.3571 1.8523 1.2387
H 6.3069 -2.8511 -2.7463
H 5.2675 -1.6603 -1.9737
H 6.5213 -2.4184 -1.0337
H 7.2729 -0.7777 -3.4665
H 8.4025 -1.2866 -2.1510
C 2.0618 4.9663 -8.8046
C 1.6714 4.9383 -7.3069
C 0.3919 4.1018 -7.0003
O 0.7217 3.2553 -5.9670
C 2.0568 3.3149 -5.6790
O 2.5363 2.7868 -4.6823
O 2.6463 4.1303 -6.6278
H 1.5308 5.7051 -9.4049
H 2.0701 3.9697 -9.2460
H 3.1086 5.2630 -8.8688
H 1.5873 5.9508 -6.9120
H 0.1023 3.6474 -7.9478
H -0.3549 4.7977 -6.6181
C -4.8018 3.3759 -3.7058
C -5.7746 3.0822 -4.8267
C -6.8683 4.1502 -5.0466
O -6.8253 4.4063 -6.4329
C -5.6412 3.9482 -6.9404
O -5.2263 4.1127 -8.1067
O -5.0089 3.1829 -6.0502
H -4.4357 4.4016 -3.6592
H -3.8676 2.8144 -3.7104
H -5.3374 3.1863 -2.7756
H -6.3244 2.1428 -4.7699
H -6.7420 5.0152 -4.3955
H -7.8275 3.6640 -4.8689
C 2.9854 3.6852 6.3774
C 3.3407 5.2056 6.0248
C 2.2308 5.9048 5.2804
O 1.8728 6.9524 6.0811
C 2.5883 6.9516 7.1924
O 2.6090 7.8390 8.0285
O 3.3687 5.8815 7.2080
H 2.6954 3.0495 5.5407
H 2.1434 3.6732 7.0694
H 3.7468 3.1276 6.9228
H 4.2637 5.2824 5.4501
H 1.3766 5.2495 5.1098
H 2.5276 6.3228 4.3186
C 2.9002 -7.5733 -3.2219
C 1.9591 -8.7640 -3.5439
C 1.5948 -9.8027 -2.5202
O 0.2650 -10.1760 -3.0290
C -0.2767 -9.1153 -3.6673
O -1.3505 -9.1260 -4.2340
O 0.6892 -8.2314 -3.7872
H 3.9473 -7.8748 -3.1971
H 2.5478 -7.1485 -2.2819
H 2.8006 -6.8176 -4.0011
H 2.1535 -9.1837 -4.5310
H 1.4758 -9.3524 -1.5348
H 2.2579 -10.6677 -2.5313
C -0.1668 -5.1423 2.0545
C -1.1873 -6.2442 2.3093
C -2.4161 -6.3439 1.4302
O -2.6671 -7.7011 1.3255
C -1.5155 -8.3542 1.6650
O -1.2699 -9.5324 1.5921
O -0.5840 -7.4871 2.1478
H -0.4747 -4.1619 2.4179
H 0.1390 -5.0553 1.0118
H 0.7574 -5.2576 2.6208
H -1.5566 -6.0834 3.3221
H -2.2364 -5.8446 0.4780
H -3.2288 -5.7872 1.8969
C -6.4446 1.8701 2.4391
C -6.4223 1.0804 3.6930
C -7.7644 0.5472 4.1805
O -7.7425 -0.8206 4.0286
C -6.6190 -1.1932 3.6076
O -6.2730 -2.3615 3.4540
O -5.8186 -0.1176 3.3410
H -5.4672 2.0981 2.0139
H -6.8597 2.8421 2.7055
H -7.1983 1.4243 1.7901
H -5.9234 1.5255 4.5539
H -8.5380 0.9697 3.5392
H -7.9250 0.8567 5.2132
C 6.3132 -1.1984 5.3172
C 7.7103 -1.7504 5.5995
C 8.6677 -0.8985 6.3876
O 9.2245 -1.8236 7.3371
C 8.4412 -2.8932 7.3913
O 8.5517 -3.8389 8.2010
O 7.5500 -2.9030 6.4210
H 5.7648 -1.0508 6.2475
H 5.8320 -1.9906 4.7438
H 6.2519 -0.2902 4.7175
H 8.3018 -2.0896 4.7491
H 8.1833 -0.1337 6.9946
H 9.3222 -0.3673 5.6965
C -6.4419 -2.5750 -2.5613
C -6.1530 -3.9817 -2.9736
C -7.3250 -4.6624 -3.6404
O -6.7039 -5.4367 -4.6753
C -5.4932 -4.9736 -4.8666
O -4.7542 -5.3052 -5.7527
O -5.2067 -4.0259 -3.9718
H -5.5165 -2.0419 -2.3433
H -7.0718 -2.4613 -1.6791
H -6.8404 -2.0506 -3.4299
H -5.8847 -4.5426 -2.0784
H -8.0337 -3.9373 -4.0406
H -7.8441 -5.2665 -2.8963
C 1.3731 -3.4581 7.0534
C 0.0563 -4.2847 7.2675
C -0.0819 -4.7192 8.6830
O -1.4157 -4.2430 9.0187
C -1.8643 -3.3860 8.0945
O -2.8608 -2.6556 8.1972
O -1.0008 -3.4415 7.0337
H 1.2004 -2.8594 6.1590
H 2.2311 -4.1272 6.9888
H 1.6075 -2.8944 7.9564
H 0.0430 -5.1902 6.6609
H 0.5927 -4.1768 9.3454
H 0.0871 -5.7944 8.7419
*
```

[2]
C64H114O30 | wB97M-V/def2-TZVPD

Properties
Energy relative to the best compared isomer or geometry (same formula, charge and spin) = 0.0000 eV
HOMO = -9.482 eV
Lowest unoccupied orbital energy = -0.15 eV
HOMO-LUMO gap = 0.34292 Eh
Strongest force on any atom = 0.077 hartree/bohr

The geometry in ORCA input format:
```
! wB97M-V def2-TZVPD RIJCOSX def2/J DEFGRID3
* xyz 0 1
C 2.9369 -3.9488 0.6636
C 3.2533 -3.9334 -0.8118
C 4.7944 -4.0872 -0.8788
O 5.2548 -3.5461 0.3895
C 4.1205 -3.1533 1.2343
H 2.9222 -4.8856 1.2206
H 1.9781 -3.4882 0.9016
H 2.9257 -3.0118 -1.2930
H 2.8113 -4.7625 -1.3645
H 5.2250 -3.5126 -1.6989
H 5.1312 -5.1233 -0.9122
H 3.8688 -2.0946 1.1715
H 4.1540 -3.4598 2.2798
C -5.8701 -0.4009 2.8353
C -5.3087 0.8076 3.5893
C -3.7879 0.7193 3.3952
O -3.5884 -0.5592 2.7734
C -4.7442 -1.3814 2.9120
H -6.1038 -0.1472 1.8013
H -6.7083 -0.8217 3.3906
H -5.5663 0.6850 4.6413
H -5.7414 1.7561 3.2713
H -3.1822 0.7551 4.3008
H -3.4462 1.5765 2.8150
H -4.6198 -1.7449 3.9320
H -4.6871 -2.2245 2.2234
C 1.5993 -3.9182 4.5240
C 2.1816 -4.5604 5.7280
C 3.5195 -3.8657 5.9612
O 3.6665 -2.9958 4.8552
C 2.3636 -2.6115 4.3581
H 0.5684 -3.5796 4.6269
H 1.6888 -4.5416 3.6345
H 2.2170 -5.6407 5.5872
H 1.5554 -4.3949 6.6047
H 4.3937 -4.5088 5.8606
H 3.6422 -3.4721 6.9702
H 2.3896 -2.1906 3.3530
H 2.0307 -1.8651 5.0792
C -4.7329 2.4952 -0.0665
C -4.9098 3.7728 0.7240
C -4.8584 4.8399 -0.3874
O -4.3380 4.1488 -1.5303
C -3.9080 2.8224 -1.2661
H -5.7088 2.1264 -0.3824
H -4.2961 1.6501 0.4655
H -4.0426 3.8810 1.3755
H -5.8215 3.7591 1.3212
H -4.1915 5.6638 -0.1330
H -5.8754 5.1692 -0.6004
H -2.8457 2.7646 -1.0290
H -4.1798 2.2110 -2.1266
C -0.7795 0.4118 1.0830
C -0.5810 0.5438 -0.4236
C 0.7952 0.0157 -0.6267
O 0.7772 -1.1477 0.2151
C 0.0747 -0.8808 1.3890
H -1.8506 0.3229 1.2646
H -0.4062 1.2806 1.6250
H -0.5514 1.5916 -0.7224
H -1.2524 -0.0388 -1.0544
H 1.6282 0.6657 -0.3590
H 1.0294 -0.2834 -1.6483
H 0.7872 -0.9056 2.2136
H -0.5934 -1.7209 1.5785
C -0.7785 4.5594 -1.5883
C -1.2067 5.8354 -0.8942
C -0.1013 6.8355 -1.1915
O 0.8508 6.1016 -1.9738
C 0.2604 5.0149 -2.6092
H -1.5608 4.0168 -2.1190
H -0.3807 3.8662 -0.8472
H -1.4180 5.6892 0.1650
H -2.1503 6.1733 -1.3225
H 0.4092 7.3195 -0.3588
H -0.4392 7.6951 -1.7704
H 1.0342 4.2934 -2.8715
H -0.1782 5.3830 -3.5367
C -1.5588 -5.3557 2.5402
C -1.1837 -5.2491 1.1062
C -2.5171 -5.6678 0.4023
O -3.3818 -4.8127 1.0875
C -3.0246 -5.0018 2.4649
H -0.9992 -4.5931 3.0819
H -1.3500 -6.3244 2.9942
H -0.3115 -5.8676 0.8945
H -0.8851 -4.2370 0.8331
H -2.9081 -6.6646 0.6063
H -2.4948 -5.4385 -0.6630
H -3.6132 -5.7845 2.9434
H -3.2310 -4.0707 2.9926
C 3.7207 0.5915 4.9191
C 4.3317 1.8910 5.2622
C 5.1574 2.2276 4.0423
O 4.2753 1.7069 2.9976
C 3.2122 0.8041 3.4889
H 2.8720 0.2390 5.5052
H 4.4649 -0.1990 4.8223
H 4.9459 1.8900 6.1627
H 3.5685 2.6640 5.3524
H 6.1798 1.8505 4.0648
H 5.3306 3.3002 3.9550
H 3.3601 -0.1277 2.9432
H 2.2598 1.3201 3.3679
C -0.6778 -2.7626 -2.4510
C -0.9557 -4.1693 -2.8763
C -0.4276 -4.2094 -4.3054
O -0.4827 -2.8312 -4.7601
C -0.8037 -1.9153 -3.7218
H 0.3487 -2.7299 -2.0858
H -1.3203 -2.5002 -1.6105
H -2.0384 -4.2954 -2.8827
H -0.5238 -4.9239 -2.2190
H -1.0285 -4.8010 -4.9961
H 0.5912 -4.5963 -4.3251
H -1.8295 -1.5677 -3.8445
H -0.1309 -1.0711 -3.5714
C 2.6345 -2.0361 -4.3654
C 3.8501 -2.4357 -5.1638
C 3.5467 -3.2831 -6.3464
O 4.4680 -2.7467 -7.3109
C 4.8499 -1.5060 -6.9143
O 5.5506 -0.7843 -7.5998
O 4.4404 -1.2625 -5.6673
H 1.7710 -1.8291 -4.9975
H 2.8517 -1.1555 -3.7609
H 2.3265 -2.8636 -3.7263
H 4.5867 -2.8957 -4.5051
H 2.5274 -3.1334 -6.7022
H 3.6887 -4.3381 -6.1119
C 1.8448 1.5568 -3.8191
C 1.7054 2.4324 -5.0933
C 2.8976 3.2439 -5.5171
O 3.3306 2.6603 -6.7025
C 2.5740 1.6424 -7.0891
O 2.7164 0.9792 -8.1121
O 1.6088 1.4923 -6.1629
H 2.8049 1.0417 -3.8508
H 1.0612 0.8001 -3.7811
H 1.7363 2.1070 -2.8845
H 0.7913 3.0259 -5.0784
H 3.7181 3.1377 -4.8075
H 2.5592 4.2793 -5.5577
C -3.1213 2.3979 -7.9296
C -2.0157 2.2524 -6.8560
C -1.6903 3.4302 -6.0170
O -1.6479 2.9672 -4.7119
C -2.0994 1.7656 -4.6084
O -2.2620 1.1619 -3.5447
O -2.4770 1.3591 -5.8598
H -2.7631 3.1593 -8.6225
H -4.0806 2.7250 -7.5286
H -3.2316 1.5146 -8.5586
H -1.1234 1.8156 -7.3046
H -2.5218 4.1108 -6.2001
H -0.7294 3.8546 -6.3081
C -3.2145 -0.5716 6.9362
C -1.6352 -0.6531 6.6857
C -1.1952 -1.2151 5.3340
O -0.1698 -0.3191 4.8895
C -0.2899 0.8102 5.5805
O 0.4075 1.7529 5.3703
O -1.1294 0.6599 6.5792
H -3.5386 0.4131 7.2730
H -3.6183 -1.2713 7.6680
H -3.7912 -0.9462 6.0905
H -1.1317 -1.2013 7.4820
H -1.9632 -1.1364 4.5645
H -0.8044 -2.2274 5.4371
C 7.1755 1.3535 0.8637
C 6.1008 0.3064 0.4712
C 4.7814 0.9756 0.1078
O 4.5438 0.4796 -1.1743
C 5.5001 -0.3763 -1.5749
O 5.5374 -1.0367 -2.5840
O 6.5067 -0.3316 -0.7226
H 6.8272 2.0571 1.6199
H 7.4715 1.9760 0.0193
H 8.0394 0.8030 1.2360
H 5.8152 -0.3899 1.2598
H 4.9020 2.0587 0.0883
H 4.1150 0.7389 0.9372
C -4.3760 -1.0993 -0.7621
C -4.9983 -1.4162 -2.0898
C -4.6388 -2.7894 -2.6383
O -5.8437 -3.3812 -3.0232
C -6.8442 -2.5979 -2.7541
O -8.0174 -2.7578 -3.0175
O -6.3968 -1.5260 -2.0845
H -3.4324 -0.5649 -0.8728
H -4.1780 -2.0318 -0.2336
H -4.9971 -0.4298 -0.1670
H -4.7908 -0.6315 -2.8174
H -4.2135 -3.4369 -1.8716
H -3.9537 -2.5890 -3.4621
C -0.8172 3.6976 2.8027
C -0.8608 5.0370 3.4814
C -0.0649 5.0719 4.7553
O 0.8311 6.1835 4.5208
C 0.6081 6.7979 3.3859
O 1.2947 7.6991 2.8998
O -0.2592 6.0209 2.6646
H -1.0606 2.9789 3.5852
H 0.1976 3.5733 2.4246
H -1.5075 3.6687 1.9596
H -1.9001 5.3498 3.5815
H 0.4909 4.1450 4.8971
H -0.6801 5.1489 5.6518
*
```